Record 1
Entry from the Open Molecules 2025 dataset: 2 unconnected molecules or ions with the total composition C5H12N2O2 (ωB97M-V/def2-TZVPD).

HOMO level: -8.5 eV
SMILES string: CN(C)C=O.CC(N)=O
Calculated total energy: -12454.2506 eV
Net charge: 0
ΔE to the lowest compared entry with this formula, charge and spin: 1.7319 eV

CARTESIAN COORDINATES (ANGSTROEM)
C (1.8901, -1.1341, -0.6421)
N (1.2797, -0.2261, 0.3072)
C (2.0780, 0.8858, 0.7765)
C (0.1388, -0.6735, 1.0905)
O (-0.1946, -1.8506, 1.1658)
H (2.0666, -0.5975, -1.5784)
H (2.8414, -1.5010, -0.2450)
H (1.2382, -1.9897, -0.8264)
H (2.5425, 1.3782, -0.0814)
H (1.4530, 1.6126, 1.2999)
H (2.8486, 0.5205, 1.4639)
H (-0.0634, 0.0360, 1.9106)
C (-2.2554, -0.5376, -1.0461)
C (-1.4047, 0.5971, -0.5296)
N (-1.9851, 1.4137, 0.4347)
O (-0.4563, 1.0489, -1.2166)
H (-2.9560, -0.8793, -0.2799)
H (-2.8003, -0.2207, -1.9392)
H (-1.6107, -1.3774, -1.3126)
H (-2.8004, 1.0855, 0.9348)
H (-1.8502, 2.4094, 0.3135)

These are the Mulliken partial charges, in e, on atoms 1 to 6: number 1, C, carries -1.04; number 2, N, carries 0.32; number 3, C, carries -0.99; number 4, C, carries -0.10; number 5, O, carries -0.57; number 6, H, carries 0.31

Record 2
Entry from the Open Molecules 2025 dataset: a molecular structure, C12H26FeGeO4 (ωB97M-V/def2-TZVPD).

HOMO level (alpha / beta): -4.6 / -5.4 eV
Multiplicity: 5
Calculated total energy: -111953.5708 eV
Expectation value of S²: 6.019
Net charge: 0

CARTESIAN COORDINATES (ANGSTROEM)
Fe (0.0175, 0.2559, 0.9406)
C (2.3910, -1.1960, -0.5043)
C (1.2705, -1.9172, -1.2170)
O (0.0754, -1.6201, -0.5124)
C (-1.1144, -1.9778, -1.1955)
C (-2.2618, -1.3462, -0.4465)
O (-2.0527, 0.0416, -0.2279)
C (-2.2044, 0.9190, -1.3331)
C (-0.8641, 1.2991, -1.9190)
O (-0.0812, 1.7851, -0.8413)
C (1.2443, 2.1885, -1.1781)
C (2.1338, 1.0018, -1.4609)
O (2.0659, 0.1726, -0.3173)
H (3.3319, -1.3155, -1.0494)
H (2.5133, -1.5980, 0.5009)
H (1.4651, -2.9946, -1.2204)
H (1.1665, -1.5925, -2.2594)
H (-1.2426, -3.0650, -1.2201)
H (-1.0612, -1.6219, -2.2312)
H (-2.3311, -1.7778, 0.5511)
H (-3.2029, -1.5240, -0.9759)
H (-2.6853, 1.8161, -0.9431)
H (-2.8495, 0.4832, -2.1022)
H (-1.0063, 2.0802, -2.6746)
H (-0.3736, 0.4454, -2.3967)
H (1.6136, 2.7216, -0.3043)
H (1.2318, 2.8690, -2.0350)
H (3.1591, 1.3494, -1.6263)
H (1.8149, 0.4654, -2.3602)
C (-0.7541, -1.7030, 4.7386)
Ge (0.0173, 0.0963, 4.5486)
C (1.7075, 0.0337, 5.5537)
C (-1.1460, 1.2858, 5.5949)
C (0.2105, 0.5945, 2.7471)
H (-0.8247, -1.9827, 5.7930)
H (-0.1312, -2.4404, 4.2261)
H (-1.7552, -1.7380, 4.3021)
H (1.5125, -0.1785, 6.6089)
H (2.2451, 0.9815, 5.4818)
H (2.3502, -0.7522, 5.1510)
H (-1.1398, 0.9910, 6.6482)
H (-2.1701, 1.2302, 5.2204)
H (-0.8136, 2.3234, 5.5220)
H (0.5736, 1.6419, 2.6793)

These are the Mulliken partial charges, in e, on atoms 1 to 6: number 1, Fe, carries -0.06; number 2, C, carries -0.72; number 3, C, carries -0.50; number 4, O, carries -0.09; number 5, C, carries -0.46; number 6, C, carries -0.79

Record 3
Entry from the Open Molecules 2025 dataset: a single CH2N2O2S molecule (ωB97M-V/def2-TZVPD).

HOMO level (alpha / beta): -8.4 / -8.7 eV
Calculated total energy: -18974.2063 eV
Net charge: 0
ΔE to the lowest compared entry with this formula, charge and spin: 7.1220 eV

CARTESIAN COORDINATES (ANGSTROEM)
C (-0.2068, 0.0791, 0.0208)
N (-1.1482, 0.9601, -0.0822)
N (1.0876, 0.3885, 0.0635)
O (0.4585, -1.9716, -0.0223)
O (-0.5869, -1.1683, 0.0091)
S (-2.7096, 0.8082, 0.0151)
H (1.6937, -0.4278, 0.0145)
H (1.4117, 1.3317, -0.0184)

These are the Mulliken partial charges, in e, on atoms 1 to 6: number 1, C, carries 0.77; number 2, N, carries -0.38; number 3, N, carries -0.31; number 4, O, carries -0.67; number 5, O, carries 0.05; number 6, S, carries 0.05

Record 4
Entry from the Open Molecules 2025 dataset: 2 unconnected molecules or ions with the total composition C6H14N2O2 (ωB97M-V/def2-TZVPD).

HOMO level (alpha / beta): -13.2 / -12.9 eV
Multiplicity: 2
Calculated total energy: -13515.5636 eV
Expectation value of S²: 0.769
Net charge: +1
ΔE to the lowest compared entry with this formula, charge and spin: 1.1965 eV

CARTESIAN COORDINATES (ANGSTROEM)
C (-0.5612, -2.6287, -0.3102)
C (1.5790, -0.8359, -2.8277)
C (0.0745, -1.5274, -1.1270)
O (-0.4237, -0.4166, -1.0534)
N (1.0291, -1.9445, -2.0321)
H (0.0790, -3.0922, 0.4620)
H (1.6520, -2.7049, -1.8161)
H (1.0311, 0.1140, -2.7655)
H (-1.4259, -2.1962, 0.2044)
H (-0.7479, -3.4828, -0.9894)
H (2.5644, -0.5105, -2.5039)
H (1.6236, -1.1348, -3.8583)
C (-1.2556, 2.6202, 0.0490)
C (0.1710, 0.9668, 3.1623)
C (0.1000, 1.3071, 1.7051)
O (1.0083, 1.2608, 0.9082)
N (-1.1316, 1.7460, 1.2057)
H (-1.9613, 1.6703, 1.7909)
H (-0.5699, 2.2411, -0.7112)
H (-0.8254, 0.9242, 3.6008)
H (-2.2641, 2.4544, -0.3227)
H (-1.0613, 3.6598, 0.3023)
H (0.4065, -0.0875, 3.2627)
H (0.9091, 1.5972, 3.6642)

These are the Mulliken partial charges, in e, on atoms 1 to 6: number 1, C, carries -1.22; number 2, C, carries -0.88; number 3, C, carries 0.81; number 4, O, carries -0.54; number 5, N, carries -0.21; number 6, H, carries 0.33

Record 5
Entry from the Open Molecules 2025 dataset: 2 unconnected molecules or ions with the total composition C3H8S (ωB97M-V/def2-TZVPD).

HOMO level: -8.9 eV
SMILES string: C=C.CS
Calculated total energy: -14074.5431 eV
Net charge: 0
ΔE to the lowest compared entry with this formula, charge and spin: 1.3784 eV

CARTESIAN COORDINATES (ANGSTROEM)
C (0.7434, 0.6739, 1.2802)
C (1.6692, 0.4222, 0.3653)
H (-0.0089, 1.4294, 1.0586)
H (0.5453, 0.1380, 2.1972)
H (1.6817, 1.0778, -0.5053)
H (2.4352, -0.3483, 0.3341)
C (-1.4735, -0.1498, -0.7240)
S (-0.8475, -1.6193, -1.5951)
H (-2.3730, 0.1779, -1.2574)
H (-1.7227, -0.3402, 0.3609)
H (-0.7040, 0.5914, -0.8903)
H (0.0547, -2.0530, -0.6242)

These are the Mulliken partial charges, in e, on atoms 1 to 6: number 1, C, carries -0.53; number 2, C, carries -0.52; number 3, H, carries 0.29; number 4, H, carries 0.26; number 5, H, carries 0.23; number 6, H, carries 0.29

Record 6
Entry from the Open Molecules 2025 dataset: a molecular structure, C19H30N4O11PS2V (ωB97M-V/def2-TZVPD).

HOMO level (alpha / beta): -4.7 / -5.2 eV
Multiplicity: 4
Calculated total energy: -105324.6304 eV
Expectation value of S²: 3.755
Net charge: -1
ΔE to the lowest compared entry with this formula, charge and spin: 0.0000 eV

CARTESIAN COORDINATES (ANGSTROEM)
V (-0.0145, -0.9750, -0.7253)
N (0.9162, -0.6253, -2.6242)
C (1.5607, 0.6097, -3.1266)
C (0.6570, 1.3804, -4.0735)
C (-0.4363, 2.0930, -3.3000)
O (-0.0021, 3.0711, -2.6718)
O (-1.6258, 1.7091, -3.3486)
H (1.6464, -1.3291, -2.5705)
H (0.2656, -0.9669, -3.3254)
H (2.4931, 0.3347, -3.5749)
H (1.8271, 1.2744, -2.2891)
H (0.2594, 0.7606, -4.8596)
H (1.2986, 2.1652, -4.4756)
O (-0.6290, -4.5705, 0.5502)
S (0.1940, -3.4414, 0.4373)
O (-0.4120, -2.1827, 0.9584)
O (0.6340, -3.1170, -0.9449)
C (1.7129, -3.7452, 1.3253)
C (1.9564, -5.1073, 1.5798)
C (3.1456, -5.5605, 2.1276)
C (4.0790, -4.5968, 2.5237)
C (3.8437, -3.2586, 2.2804)
C (2.6841, -2.8192, 1.6675)
S (2.5843, -1.0283, 1.5021)
O (1.9266, -0.5765, 2.7494)
O (3.9201, -0.5339, 1.3294)
O (1.7689, -0.8473, 0.2942)
H (1.1668, -5.7914, 1.2919)
H (3.3664, -6.5948, 2.2812)
H (4.9777, -4.9074, 3.0423)
H (4.5528, -2.5266, 2.6175)
C (-2.9793, -2.6752, -1.6283)
C (-3.1168, -1.1848, -1.4619)
C (-4.1119, -0.5871, -2.4567)
O (-1.7925, -0.6778, -1.8061)
C (-3.5525, -0.7229, -0.0554)
O (-4.4419, -1.3975, 0.4655)
O (-3.0269, 0.3451, 0.3956)
H (-2.8178, -2.8991, -2.6931)
H (-3.9039, -3.1952, -1.3279)
H (-2.1376, -3.0288, -1.0258)
H (-3.7360, -0.7376, -3.4653)
H (-4.2383, 0.4855, -2.2835)
H (-5.0771, -1.0742, -2.3572)
H (-1.8683, 0.1419, -2.3460)
C (0.9495, 3.1969, 2.7615)
N (-0.4038, 2.4766, 2.7783)
C (-1.4825, 3.4779, 2.3530)
N (-1.2156, 3.9913, 1.0785)
C (0.1034, 4.6178, 1.0831)
N (1.1856, 3.7442, 1.4629)
C (1.4238, 2.6975, 0.4872)
P (-0.0827, 1.6487, 0.1327)
C (-0.4451, 1.2526, 1.8785)
C (-1.3300, 3.0116, -0.0253)
H (1.6915, 2.4585, 2.9849)
H (0.9154, 3.9783, 3.5371)
H (-0.6213, 2.1738, 3.7202)
H (-1.4759, 4.2640, 3.1436)
H (-2.4124, 2.9361, 2.3740)
H (0.1227, 5.4058, 1.8302)
H (0.2785, 5.0286, 0.0890)
H (2.1789, 2.0524, 0.9220)
H (1.7366, 3.1173, -0.4608)
H (0.2288, 0.5213, 2.3253)
H (-1.4328, 0.8200, 1.9599)
H (-2.3193, 2.5340, -0.0343)
H (-1.1095, 3.5059, -0.9838)

These are the Mulliken partial charges, in e, on atoms 1 to 6: number 1, V, carries 1.37; number 2, N, carries -0.40; number 3, C, carries -0.62; number 4, C, carries -0.77; number 5, C, carries 0.61; number 6, O, carries -0.69

Record 7
Entry from the Open Molecules 2025 dataset: a molecular structure, C42H35GeN4O5ReTe (ωB97M-V/def2-TZVPD).

HOMO level (alpha / beta): -10.9 / -10.9 eV
Calculated total energy: -126242.7634 eV
Net charge: +2
ΔE to the lowest compared entry with this formula, charge and spin: 3.1489 eV

CARTESIAN COORDINATES (ANGSTROEM)
Re (0.0867, 0.1618, -0.4677)
O (-0.8894, 4.0270, -0.1489)
C (-0.7721, 2.8007, -0.6358)
O (0.3247, 2.1625, -0.5758)
C (-1.8904, 2.1535, -1.2433)
C (-3.1035, 2.7378, -1.6232)
C (-3.9882, 1.9844, -2.3572)
C (-3.6504, 0.6750, -2.7365)
C (-2.4480, 0.1584, -2.3267)
N (-1.5952, 0.8626, -1.5424)
C (-1.9646, -1.2206, -2.6338)
O (-2.6152, -2.2291, -2.6523)
O (-0.6347, -1.1829, -2.7976)
H (-3.3146, 3.7646, -1.3603)
H (-4.9317, 2.4100, -2.6693)
H (-4.3157, 0.0673, -3.3332)
Te (0.5081, -2.5534, -1.8231)
C (0.6832, -4.1580, -3.1855)
C (1.1030, -4.0049, -4.5026)
C (1.1685, -5.1250, -5.3121)
C (0.8279, -6.3754, -4.8026)
C (0.4090, -6.5173, -3.4880)
C (0.3201, -5.3985, -2.6721)
C (2.1260, -1.5086, -2.6816)
C (2.0096, -0.1653, -3.0174)
C (3.1273, 0.5230, -3.4734)
C (4.3456, -0.1285, -3.5918)
C (4.4511, -1.4751, -3.2631)
C (3.3428, -2.1695, -2.8035)
H (1.3783, -3.0317, -4.8899)
H (1.4851, -5.0274, -6.3415)
H (0.8868, -7.2460, -5.4417)
H (0.1444, -7.4915, -3.1011)
H (-0.0258, -5.5006, -1.6492)
H (1.0520, 0.3459, -2.9988)
H (3.0355, 1.5640, -3.7534)
H (5.2114, 0.4065, -3.9582)
H (5.3961, -1.9900, -3.3750)
H (3.4319, -3.2180, -2.5479)
C (4.9633, 0.6776, 2.3020)
N (3.9314, 0.0101, 1.5304)
C (3.9580, -1.3938, 1.1851)
C (2.6847, -1.5324, 0.3834)
O (2.3070, -2.6098, -0.0775)
N (2.0837, -0.3138, 0.2671)
C (2.8671, 0.5726, 0.9664)
N (2.5858, 1.8567, 1.0562)
H (5.4188, -0.0473, 2.9724)
H (4.5282, 1.4639, 2.9177)
H (5.7357, 1.0995, 1.6578)
H (3.9350, -2.0386, 2.0654)
H (4.8211, -1.6603, 0.5706)
H (1.7349, 2.2225, 0.6391)
H (3.1890, 2.4898, 1.5528)
C (-0.7631, 0.0316, 1.0642)
Ge (-2.1835, -0.0330, 2.2039)
C (0.1589, 4.4479, 0.7060)
C (0.0424, 4.1309, 2.0463)
C (1.0495, 4.5417, 2.9096)
C (2.1369, 5.2540, 2.4218)
C (2.2221, 5.5645, 1.0703)
C (1.2252, 5.1563, 0.1915)
C (-3.8287, -0.6388, 1.4481)
C (-3.8086, -1.5214, 0.3662)
C (-4.9926, -1.9002, -0.2457)
C (-6.2014, -1.3973, 0.2182)
C (-6.2303, -0.5197, 1.2949)
C (-5.0495, -0.1412, 1.9123)
C (-1.9631, 0.3500, 4.0557)
C (-2.9228, -0.0359, 4.9940)
C (-2.7479, 0.2812, 6.3321)
C (-1.6205, 0.9833, 6.7352)
C (-0.6612, 1.3697, 5.8062)
C (-0.8300, 1.0562, 4.4692)
H (-0.8238, 3.5888, 2.4000)
H (0.9709, 4.3206, 3.9659)
H (2.9076, 5.5934, 3.1012)
H (3.0550, 6.1463, 0.6981)
H (1.2630, 5.4017, -0.8610)
H (-2.8684, -1.9278, 0.0137)
H (-4.9679, -2.5880, -1.0802)
H (-7.1274, -1.6980, -0.2538)
H (-7.1738, -0.1336, 1.6564)
H (-5.0834, 0.5448, 2.7512)
H (-3.7981, -0.5960, 4.6872)
H (-3.4884, -0.0201, 7.0603)
H (-1.4870, 1.2297, 7.7801)
H (0.2164, 1.9135, 6.1298)
H (-0.0863, 1.3606, 3.7398)

These are the Mulliken partial charges, in e, on atoms 1 to 6: number 1, Re, carries 1.42; number 2, O, carries -0.50; number 3, C, carries 0.10; number 4, O, carries -0.73; number 5, C, carries 0.42; number 6, C, carries -0.76